A single C5H9NOS molecule in a non-equilibrium geometry, computed with the ωB97M-V functional and the def2-TZVPD basis.

The geometry in XYZ format:
```
17
C5H9NOS | OMol25 | the ωB97M-V functional and the def2-TZVPD basis
S 0.7666 -0.0940 2.1626
O -1.2367 1.6966 -0.5281
N 0.8075 -0.3124 -1.5275
C -1.4967 -0.7119 -0.5010
C -1.8212 0.5244 -1.1693
C 1.8282 0.0741 -0.5397
C 0.7958 -0.1939 0.5903
C -0.0229 -1.0146 -0.4688
H -1.7054 1.9638 0.3808
H 0.2075 -2.1249 -0.2850
H 2.6910 -0.8720 -0.3781
H -2.8994 0.5841 -1.2095
H -1.2957 0.4618 -2.0420
H -2.2075 -1.5355 -0.9721
H 2.3475 1.1095 -0.7248
H 0.9973 -0.9121 -2.5716
H -1.8596 -0.6261 0.6489
```

Results
**Structure (SMILES)**: OCC[C@H]1NCC1=S
**Gap between HOMO and LUMO**: 8.48 eV
**Energy above the lowest of the compared OMol25 structures with the same formula, charge and spin**: 105.68 kcal/mol

A molecular structure, C5H9NS in a non-equilibrium geometry, computed with the ωB97M-V functional and the def2-TZVPD basis.

The geometry in XYZ format:
```
16
C5H9NS | OMol25 | the ωB97M-V functional and the def2-TZVPD basis
S 3.9454 0.5743 -1.2362
N -0.9694 -0.5901 -0.6828
C -0.9904 -0.5220 0.6999
C -1.5301 0.5835 1.8637
C 0.2350 -0.2086 -1.3125
C 1.4610 -0.1180 -0.7671
C 2.4648 0.1361 -1.6051
H -2.7851 0.8133 1.8250
H -1.4477 -1.6804 1.3515
H -1.0757 1.7933 1.4290
H -2.0600 -0.0572 -0.9772
H 0.1752 -0.2402 -2.3811
H 2.2728 -0.1143 -2.6707
H 0.0755 -0.7903 1.1184
H -1.1415 0.1602 2.9222
H 1.3702 0.2604 0.4229
```

Results
**Gap between HOMO and LUMO**: 7.90 eV
**Energy above the lowest of the compared OMol25 structures with the same formula, charge and spin**: 145.77 kcal/mol

A molecular structure, C5H9NS2 in a non-equilibrium geometry, computed with the ωB97M-V functional and the def2-TZVPD basis.

The geometry in XYZ format:
```
17
C5H9NS2 | OMol25 | the ωB97M-V functional and the def2-TZVPD basis
S -3.1751 -0.6585 -0.5654
S 2.5540 -1.5746 -0.2850
N 0.4692 -0.2094 0.3087
C -0.5351 -1.4901 0.3318
C 2.4761 1.1234 -0.3247
C -0.8284 0.6354 0.1101
C -1.7674 -0.4236 0.5063
C 1.7448 -0.1160 -0.0502
H 1.3922 1.9514 -0.7839
H -3.6039 0.4034 -0.0341
H -0.6603 -1.8534 -0.8630
H -0.9172 1.7853 0.6486
H -1.0925 0.8360 -1.0911
H -2.0702 -0.4958 1.5447
H 3.3391 1.5534 0.8562
H 3.3213 0.8505 -1.4394
H -0.6464 -2.3175 1.1305
```

Results
**Gap between HOMO and LUMO**: 8.15 eV
**Energy above the lowest of the compared OMol25 structures with the same formula, charge and spin**: 174.02 kcal/mol

2 unconnected molecules or ions with the total composition C5H9O2S in a non-equilibrium geometry, computed with the ωB97M-V functional and the def2-TZVPD basis.

The geometry in XYZ format:
```
17
C5H9O2S | OMol25 | the ωB97M-V functional and the def2-TZVPD basis
S 2.6702 -0.2974 0.1604
O 3.5147 0.9175 -0.0609
O 2.4681 -1.0491 -1.1260
C 0.2415 0.6404 0.4901
C -1.8486 -0.8871 0.1616
C 0.0358 1.9492 -0.1921
C -0.4375 -0.4149 -0.1716
C -0.6471 -1.8808 0.1896
H -0.4797 -0.1606 -1.1681
H -0.3838 -2.2058 1.1210
H -2.5308 -1.0838 -0.6365
H -2.2712 -0.5361 1.1011
H 0.2589 2.7806 0.4853
H -0.4534 -2.6192 -0.6221
H 0.6287 2.0956 -0.9799
H 0.2958 0.7834 1.6268
H -1.0613 1.9680 -0.3788
```

Results
**Net charge**: -1
**Gap between HOMO and LUMO (spin up / spin down)**: 6.08 / 6.08 eV
**Energy above the lowest of the compared OMol25 structures with the same formula, charge and spin**: 84.77 kcal/mol

2 unconnected molecules or ions with the total composition C5H9O2Se in a non-equilibrium geometry, computed with the ωB97M-V functional and the def2-TZVPD basis.

The geometry in XYZ format:
```
17
C5H9O2Se | OMol25 | the ωB97M-V functional and the def2-TZVPD basis
Se 1.6643 0.8334 -0.2903
O -0.1070 -2.2539 1.2737
O 2.0018 -2.2128 0.7909
C 0.8600 -1.8864 0.6580
C -1.3971 -0.1938 -0.8272
C 1.2713 0.8957 1.6632
C 0.6799 -0.7317 -0.3902
C -1.3548 1.0772 -1.5831
H -0.5891 0.9909 -2.2712
H 0.6124 -1.2105 -1.3848
H 1.7342 0.1404 2.2122
H 1.5523 1.7724 2.2084
H -2.3739 1.3013 -1.8496
H -1.5379 -1.0858 -1.3705
H 0.1450 0.8951 1.9819
H -1.9912 -0.1333 0.0271
H -1.1700 1.8020 -0.8485
```

Results
**Net charge**: -1
**Gap between HOMO and LUMO**: 6.76 eV
**Energy above the lowest of the compared OMol25 structures with the same formula, charge and spin**: 48.55 kcal/mol

A molecular structure, C5H9O3Sc in a non-equilibrium geometry, computed with the ωB97M-V functional and the def2-TZVPD basis.

The geometry in XYZ format:
```
18
C5H9O3Sc | OMol25 | the ωB97M-V functional and the def2-TZVPD basis
Sc 0.9736 0.5292 -3.1265
O 0.6790 0.7527 -1.0530
O -0.1520 -0.8410 -2.2482
O -1.2422 -0.2439 -0.3575
C -0.1766 -0.3841 -1.0381
C 1.7755 2.6982 -0.1590
C 0.9465 1.4790 0.1580
C -1.2708 -2.1610 1.0816
C -2.3481 -2.9369 1.1842
H 2.0960 3.1616 0.7830
H -2.2883 -3.9254 1.6431
H 1.4775 0.7967 0.8345
H -0.6240 -1.9843 1.9457
H -0.3436 -2.0335 0.1509
H 1.1895 3.4403 -0.7182
H -0.0129 1.7542 0.6154
H 2.6718 2.4284 -0.7340
H -3.3511 -2.5302 1.0380
```

Results
**Net charge**: +2
**Gap between HOMO and LUMO (spin up / spin down)**: 6.63 / 7.36 eV
**Energy above the lowest of the compared OMol25 structures with the same formula, charge and spin**: 86.14 kcal/mol